Entry 1:
{
  "formula": "C17H26Br6N6O7",
  "method": "ωB97M-V/def2-TZVPD",
  "symbols": ["C", "Br", "Br", "Br", "H", "C", "Br", "Br", "Br", "H", "C", "C", "C", "C", "C", "C", "O", "O", "H", "H", "H", "H", "H", "H", "C", "C", "C", "C", "C", "C", "O", "O", "H", "H", "H", "H", "H", "H", "C", "O", "N", "N", "H", "H", "H", "H", "C", "O", "N", "N", "H", "H", "H", "H", "C", "O", "N", "N", "H", "H", "H", "H"],
  "xyz": [[-4.172, -1.534, 8.333], [-6.123, -2.007, 8.091], [-3.382, -2.597, 9.880], [-3.826, 0.420, 8.367], [-3.797, -1.885, 7.372], [1.000, -0.272, 2.623], [-0.357, 1.153, 2.035], [2.635, 0.619, 3.385], [1.382, -1.755, 1.264], [0.559, -0.780, 3.481], [3.174, 0.188, -6.033], [2.248, -0.732, -5.738], [2.305, -2.000, -6.309], [3.287, -2.227, -7.223], [4.186, -1.255, -7.619], [4.115, -0.016, -6.966], [4.999, 1.026, -7.322], [1.486, -2.965, -5.889], [2.950, 1.102, -5.503], [1.600, -0.521, -4.899], [3.440, -3.181, -7.706], [4.854, -1.391, -8.457], [4.742, 1.849, -6.899], [0.679, -2.648, -5.478], [-7.944, 1.672, 0.079], [-7.719, 3.055, -0.141], [-8.777, 3.775, -0.681], [-10.001, 3.259, -1.021], [-10.173, 1.828, -0.942], [-9.193, 1.115, -0.290], [-9.287, -0.226, -0.026], [-8.670, 5.135, -0.794], [-7.127, 1.100, 0.494], [-6.750, 3.403, 0.184], [-10.779, 3.879, -1.442], [-11.096, 1.293, -1.110], [-8.653, -0.607, 0.586], [-8.031, 5.678, -0.328], [9.197, -4.306, -1.606], [9.054, -5.380, -2.200], [10.304, -3.690, -1.307], [8.154, -3.665, -1.230], [11.207, -4.103, -1.489], [10.162, -2.726, -1.038], [7.305, -4.135, -1.510], [8.113, -2.843, -0.645], [-4.196, -5.985, 2.635], [-5.161, -5.390, 2.243], [-3.938, -6.453, 3.827], [-3.077, -6.223, 1.913], [-4.713, -6.727, 4.414], [-2.994, -6.755, 4.022], [-2.997, -5.819, 0.991], [-2.252, -6.676, 2.279], [6.257, 8.246, 4.362], [5.604, 7.858, 5.250], [6.901, 9.449, 4.350], [6.378, 7.590, 3.284], [7.023, 10.175, 5.041], [7.210, 9.851, 3.476], [6.793, 8.030, 2.475], [5.882, 6.729, 3.105]],
  "smiles": "Oc1ccc(O)cc1.Oc1ccc(O)cc1.BrC(Br)Br.BrC(Br)Br.NC(N)=O.NC(N)=O.NC(N)=O",
  "homo_lumo_gap_ha": 0.2499,
  "homo_energy_ev": -8.018
}


Entry 2:
{
  "formula": "C17H26ClNOPt",
  "method": "ωB97M-V/def2-TZVPD",
  "symbols": ["C", "C", "C", "C", "Cl", "H", "H", "H", "H", "H", "H", "H", "H", "H", "C", "C", "C", "H", "C", "C", "H", "H", "H", "H", "C", "C", "C", "H", "C", "C", "H", "H", "H", "H", "Pt", "C", "N", "C", "C", "O", "H", "H", "H", "H", "H", "H", "H"],
  "xyz": [[-2.349, -4.963, -0.954], [-3.781, -4.644, -1.399], [-1.590, -5.700, -2.063], [-2.344, -5.780, 0.343], [-1.511, -3.386, -0.621], [-2.082, -6.663, -2.261], [-0.551, -5.898, -1.770], [-1.585, -5.120, -2.995], [-4.328, -5.580, -1.575], [-3.783, -4.063, -2.330], [-4.312, -4.070, -0.629], [-2.862, -6.734, 0.178], [-2.857, -5.241, 1.150], [-1.317, -5.997, 0.667], [-0.251, 0.982, -1.863], [0.524, -0.205, -2.249], [-0.406, -1.204, -2.664], [1.602, -0.219, -2.368], [-1.716, -0.767, -2.376], [-1.656, 0.531, -1.759], [-2.502, 1.180, -1.544], [0.110, 2.005, -1.825], [-0.135, -2.108, -3.205], [-2.634, -1.265, -2.666], [0.326, -0.713, 1.969], [1.440, -0.091, 1.207], [1.910, -1.111, 0.279], [1.901, 0.859, 1.431], [1.263, -2.334, 0.594], [0.302, -2.108, 1.606], [-0.302, -2.856, 2.109], [-0.149, -0.247, 2.835], [2.722, -0.966, -0.423], [1.532, -3.300, 0.176], [-0.277, -0.025, -0.024], [-1.829, 4.237, 1.163], [-0.799, 3.679, 2.032], [-0.384, 4.368, 3.255], [-0.343, 2.476, 1.731], [-0.804, 1.915, 0.682], [-2.121, 5.216, 1.543], [-2.698, 3.564, 1.137], [-1.439, 4.325, 0.139], [-0.786, 3.855, 4.144], [0.710, 4.329, 3.315], [-0.731, 5.405, 3.236], [0.400, 2.028, 2.418]],
  "homo_lumo_gap_ha": [0.3092, 0.2219],
  "charge": 2,
  "spin_multiplicity": 5,
  "homo_energy_ev": [-14.435, -15.961],
  "s_squared": 6.02
}


Entry 3:
{
  "formula": "C17H26N2O4",
  "method": "ωB97M-V/def2-TZVPD",
  "symbols": ["C", "H", "H", "H", "C", "N", "C", "C", "N", "C", "C", "O", "C", "C", "C", "C", "C", "C", "H", "O", "C", "H", "H", "H", "O", "C", "H", "H", "H", "O", "C", "H", "H", "H", "H", "H", "H", "C", "C", "H", "H", "H", "H", "H", "H", "H", "H", "H", "H"],
  "xyz": [[4.883, -4.229, 1.250], [5.122, -4.471, 2.206], [5.640, -4.239, 0.434], [4.099, -4.733, 0.882], [4.627, -2.504, 1.402], [4.369, -2.195, 0.075], [4.610, -0.865, 0.027], [3.500, 0.209, 0.377], [2.209, -0.146, -0.166], [1.881, 0.377, -1.396], [0.478, 0.019, -2.066], [0.348, -0.370, -3.099], [-0.559, 0.764, -0.876], [-1.975, 0.283, -1.459], [-2.937, 0.866, -0.664], [-2.748, 1.310, 0.673], [-1.471, 1.724, 1.157], [-0.374, 1.215, 0.266], [0.516, 1.542, 0.414], [-1.071, 2.232, 2.108], [-1.860, 2.743, 3.117], [-2.381, 1.580, 3.537], [-1.346, 3.051, 3.834], [-2.716, 3.203, 2.853], [-3.734, 2.034, 1.133], [-5.029, 1.137, 1.537], [-5.642, 1.324, 0.918], [-4.756, 0.024, 1.474], [-5.354, 1.326, 2.577], [-4.350, 0.541, -0.930], [-4.577, -0.086, -2.329], [-4.097, -1.013, -2.227], [-5.694, -0.140, -2.318], [-4.098, 0.504, -2.955], [-2.030, -0.172, -2.267], [2.465, -0.189, -2.380], [2.130, 1.568, -1.481], [1.782, -1.857, 0.091], [3.019, -2.523, -0.614], [2.853, -3.714, -0.485], [2.955, -2.405, -1.525], [0.969, -2.138, -0.477], [1.841, -1.897, 1.116], [3.705, 1.192, 0.424], [3.497, -0.060, 1.438], [5.391, -0.394, 0.377], [4.587, -0.481, -1.106], [5.286, -2.075, 1.894], [3.694, -2.538, 1.849]],
  "homo_lumo_gap_ha": 0.2818,
  "homo_energy_ev": -6.974
}


Entry 4:
{
  "formula": "C17H26N4O3",
  "method": "ωB97M-V/def2-TZVPD",
  "symbols": ["C", "N", "C", "C", "C", "C", "C", "C", "O", "N", "C", "C", "C", "O", "N", "C", "C", "N", "C", "C", "O", "C", "C", "C", "H", "H", "H", "H", "H", "H", "H", "H", "H", "H", "H", "H", "H", "H", "H", "H", "H", "H", "H", "H", "H", "H", "H", "H", "H", "H"],
  "xyz": [[-1.867, -2.421, 1.961], [-2.480, -2.052, 0.695], [-3.928, -2.178, 0.807], [-4.636, -1.880, -0.503], [-4.286, -0.476, -0.973], [-2.774, -0.328, -1.038], [-2.115, -0.701, 0.297], [-0.608, -0.560, 0.106], [0.093, -1.537, -0.106], [-0.041, 0.688, 0.104], [1.407, 0.698, -0.099], [1.770, 0.557, -1.579], [3.267, 0.403, -1.716], [4.025, 1.353, -1.777], [3.696, -0.890, -1.696], [5.099, -1.238, -1.755], [5.466, -1.932, -3.023], [5.951, -3.118, -3.161], [6.112, -3.270, -4.533], [5.701, -2.146, -5.147], [5.280, -1.272, -4.186], [-0.582, 2.019, 0.248], [-1.953, 2.468, 0.650], [-0.784, 2.676, 1.583], [-0.784, -2.425, 1.871], [-2.161, -1.734, 2.775], [-2.191, -3.424, 2.235], [-4.147, -3.196, 1.134], [-4.318, -1.499, 1.592], [-4.315, -2.610, -1.251], [-5.714, -1.994, -0.371], [-4.732, -0.262, -1.947], [-4.695, 0.256, -0.267], [-2.367, -1.002, -1.797], [-2.489, 0.688, -1.314], [-2.442, -0.006, 1.086], [1.803, 1.630, 0.301], [1.841, -0.127, 0.464], [1.247, -0.310, -1.982], [1.470, 1.446, -2.134], [3.011, -1.624, -1.622], [5.655, -0.305, -1.663], [5.375, -1.897, -0.933], [6.508, -4.174, -4.961], [5.638, -1.818, -6.167], [-0.146, 2.665, -0.507], [-2.321, 3.331, 0.111], [-2.720, 1.776, 0.949], [-0.741, 2.015, 2.438], [-0.403, 3.674, 1.742]],
  "smiles": "CN1CCCC[C@@H]1C(=O)N(CCC(=O)NCc1ncco1)C1CC1",
  "homo_lumo_gap_ha": 0.3504,
  "homo_energy_ev": -8.719
}


F_max list, top to bottom, in hartree/bohr: 0.137, 0.036, 0.336, 0.005